(1)
Below is C56H50ClCrN9O4PS as an isolated structure at a distorted geometry, with properties calculated with ωB97M-V with the def2-TZVPD basis set.

Results
Orbital gap (spin up / spin down) = 0.2919 / 0.2851 Eh
Expectation value of S² = 6.02
Relative energy (zero: lowest compared OMol25 entry of this formula, charge and spin) = 62.7 kJ/mol
Total charge = +1
2S+1 = 5

Each line ends with the Löwdin spin population.
Atoms and positions in Å:
H (-2.61, 4.92, 1.01)  0.000
H (0.32, 0.39, -8.10)  0.000
H (-5.40, 1.82, 1.00)  0.000
H (2.81, 2.99, 7.11)  0.000
C (1.64, 1.89, 5.70)  0.000
C (0.86, 5.33, 1.82)  0.000
C (-0.95, -1.52, -5.59)  0.001
H (1.10, 2.85, 8.89)  0.000
H (-3.18, 3.94, -4.03)  0.000
H (4.20, -4.83, 1.35)  0.000
C (1.52, 2.92, 1.48)  0.002
H (-0.89, -1.77, -7.71)  0.000
H (5.96, -6.43, 0.73)  0.000
H (-5.97, -0.82, 1.27)  0.000
H (1.03, 6.38, 1.61)  0.000
H (0.26, -5.02, 1.61)  0.000
N (-2.24, 1.69, 1.77)  0.003
H (-1.43, -1.69, 5.15)  0.000
C (-0.04, -0.87, 2.54)  0.004
H (-5.10, 2.39, -3.84)  0.000
H (1.82, -4.75, 2.40)  0.000
C (5.53, -6.35, -1.37)  0.000
C (0.34, 0.85, -6.03)  0.000
C (0.92, 2.40, 7.93)  0.000
C (-6.22, -1.20, 0.29)  0.000
C (-3.15, 3.13, -3.31)  0.002
C (-3.05, 0.97, -1.54)  0.003
H (-0.10, -2.68, 4.52)  0.000
H (-0.44, 5.70, 3.44)  0.000
H (3.06, 2.28, 0.52)  0.000
C (0.08, 4.96, 2.85)  0.001
C (-2.89, -0.19, -0.66)  0.007
H (-4.07, -2.88, 2.22)  0.000
H (1.74, -5.74, 0.93)  0.000
O (2.56, 2.06, 1.34)  0.004
C (0.74, -2.59, 0.58)  0.005
C (-0.63, -1.14, -6.87)  0.000
C (-2.01, 1.90, -1.61)  0.019
O (3.04, 1.93, -1.42)  0.001
H (-4.73, -2.07, -2.63)  0.000
N (1.17, -1.72, -0.33)  0.022
C (3.16, -1.74, -1.95)  0.000
O (0.79, 3.32, 0.33)  0.011
C (-0.37, -1.69, 4.89)  0.000
H (2.39, 1.95, 4.91)  0.000
H (-0.72, 3.30, 4.03)  0.000
C (-4.17, 1.17, -2.35)  0.001
H (-1.16, 1.80, -0.93)  0.014
P (-0.64, -2.39, 1.74)  0.002
C (-7.54, -1.46, -0.05)  0.000
H (-5.40, 2.88, -0.42)  0.000
H (-3.51, 4.68, -0.50)  0.000
C (5.31, -0.84, -2.55)  0.000
N (1.52, -3.70, 0.60)  0.002
N (0.02, 0.47, -4.78)  0.001
C (-0.60, -0.70, -4.49)  0.004
C (4.73, -5.78, -2.35)  0.000
H (-6.04, 3.46, 1.14)  0.000
C (0.48, 1.18, 2.90)  0.004
C (-0.52, 1.15, 6.46)  0.000
H (1.76, -1.93, -3.56)  0.000
H (3.12, -4.43, -2.77)  0.000
H (5.54, -0.21, -4.59)  0.000
C (-5.53, -1.90, -1.91)  0.000
H (4.89, -6.03, -3.39)  0.000
H (-8.32, -1.29, 0.68)  0.000
H (-2.95, -3.94, 1.35)  0.000
Cr (0.07, 0.40, -0.48)  3.785
C (2.27, -2.31, -0.92)  0.003
S (-0.88, -1.15, -2.88)  0.016
N (-1.69, -0.47, -0.04)  -0.005
C (-7.85, -1.96, -1.30)  0.000
N (0.30, 0.23, 1.91)  0.012
H (2.40, 4.66, 0.41)  0.000
H (-1.46, 0.66, 6.27)  0.000
C (0.66, 2.60, 2.62)  0.001
H (-5.00, 0.48, -2.30)  0.000
H (-4.32, 5.37, 0.92)  0.000
C (0.45, 1.21, 5.45)  0.000
C (1.56, 4.34, 1.01)  0.002
H (-1.04, 1.71, 8.46)  0.000
C (-0.05, 3.57, 3.23)  0.000
H (6.29, -7.06, -1.64)  0.000
C (-6.85, -2.17, -2.24)  0.000
C (5.33, -6.00, -0.04)  0.000
C (3.61, -1.06, -4.22)  0.000
H (0.32, 1.06, -3.97)  0.000
C (1.88, 2.47, 6.93)  0.000
H (3.27, -0.94, -5.24)  0.000
C (-5.21, -1.41, -0.64)  0.000
C (0.25, 0.61, 4.13)  0.000
H (0.85, 1.80, -6.11)  0.000
C (1.33, -4.87, 1.44)  0.000
N (-0.08, -0.69, 3.89)  0.002
N (-3.96, 3.33, 1.06)  0.001
H (-8.88, -2.18, -1.56)  0.000
H (-4.53, -3.55, 0.65)  0.000
C (4.46, -1.38, -1.60)  0.000
H (6.31, -0.54, -2.26)  0.000
Cl (1.83, 1.04, -1.67)  -0.001
C (3.52, -4.53, -0.67)  0.000
C (0.04, 0.08, -7.11)  0.000
C (-1.85, -1.57, 0.67)  0.014
C (2.75, -1.61, -3.28)  0.000
C (-2.05, 2.96, -2.49)  0.003
C (3.74, -4.87, -2.00)  0.000
C (-3.80, -1.17, -0.29)  -0.001
C (-5.28, 2.84, 0.67)  0.000
C (-3.70, -3.16, 1.23)  0.000
H (0.21, -1.48, 5.79)  0.000
H (4.80, -1.51, -0.58)  0.000
O (0.76, 1.85, -2.44)  0.042
H (-1.21, 3.64, -2.54)  0.000
C (4.88, -0.66, -3.85)  0.000
H (-1.46, -2.45, -5.39)  0.000
N (-3.13, -2.01, 0.56)  0.007
C (2.49, -3.54, -0.34)  0.000
C (4.33, -5.11, 0.31)  0.000
C (-0.28, 1.75, 7.69)  0.000
C (-4.22, 2.24, -3.22)  0.001
C (-3.03, 2.46, 1.40)  0.001
C (-3.58, 4.65, 0.59)  0.000
H (-7.09, -2.55, -3.22)  0.000



(2)
Below is C56H50O2P2RhS4Si2 as an isolated structure at a distorted geometry, with properties calculated with ωB97M-V with the def2-TZVPD basis set.

Results
Orbital gap (spin up / spin down) = 0.1871 / 0.2351 Eh
Expectation value of S² = 6.04
Relative energy (zero: lowest compared OMol25 entry of this formula, charge and spin) = 0.0 kJ/mol
Total charge = -1
2S+1 = 5

Each line ends with the Löwdin spin population.
Atoms and positions in Å:
C (-0.84, 1.53, 2.63)  0.026
H (3.65, -3.69, 1.57)  0.001
H (2.94, 3.39, -3.79)  0.000
H (0.61, 5.28, -2.79)  0.000
C (0.72, -4.74, 3.85)  0.010
H (2.64, 3.07, 0.28)  0.003
H (-1.75, 3.84, 2.03)  0.001
C (-2.35, -5.95, -0.75)  0.001
C (-0.60, 3.00, -3.12)  0.002
H (-2.91, -1.99, -2.74)  0.000
C (1.89, -4.20, -2.11)  0.014
C (-3.90, 2.19, -0.01)  0.017
C (-3.02, -0.19, 1.68)  0.000
C (-1.09, -6.40, -0.39)  0.002
O (4.35, -1.04, 5.93)  0.026
H (-3.31, 5.66, 1.54)  0.000
C (-4.96, -0.71, 2.99)  0.001
H (2.23, -5.37, 5.23)  0.001
C (-0.34, 3.22, -4.46)  0.001
H (2.56, -5.21, -3.87)  0.000
C (0.31, 4.62, -0.14)  0.000
H (-2.08, 3.13, -1.59)  0.000
H (-3.98, -3.39, 1.19)  0.001
H (0.01, 3.84, 0.55)  0.000
C (-1.62, -3.66, -0.50)  0.025
P (0.99, -2.97, 0.23)  0.131
H (4.94, -0.20, -4.89)  0.000
H (-0.89, -7.46, -0.32)  0.000
H (-2.22, 0.88, 4.15)  0.001
C (3.02, 2.32, -3.72)  0.001
C (1.51, 5.20, -2.18)  0.001
H (-0.10, -5.04, 4.49)  0.000
H (0.70, 5.47, 0.42)  0.000
H (-4.05, 1.23, 2.91)  0.000
H (-5.65, -2.73, 2.87)  0.000
H (4.09, -4.71, 3.75)  0.000
C (2.82, -3.97, 2.21)  0.016
C (2.25, -3.46, -0.98)  0.026
C (-2.80, 2.39, 0.82)  0.036
C (2.70, 3.88, -0.44)  0.002
H (3.85, -2.35, -0.07)  0.007
S (1.88, -1.27, 5.03)  0.008
C (-4.01, 0.20, 2.57)  0.004
H (-5.74, -0.40, 3.68)  0.000
C (-0.36, -4.13, -0.18)  0.002
C (-3.98, -2.38, 1.58)  0.002
C (-2.59, 3.66, 1.37)  0.020
H (-3.81, 4.10, -3.05)  0.000
C (-4.59, 4.47, 0.31)  0.019
C (-2.60, -4.59, -0.81)  0.006
S (4.14, -0.43, 3.38)  0.017
C (-2.84, 3.84, -3.45)  0.000
Rh (0.09, -0.64, 0.31)  1.900
H (-3.33, 4.47, -5.45)  0.000
H (0.85, -4.45, -2.28)  0.001
C (-2.57, 4.06, -4.79)  0.000
C (2.03, -4.93, 4.27)  0.019
S (-0.06, -1.27, 2.81)  0.412
H (4.95, -4.66, -3.49)  0.001
O (0.16, 1.39, -0.86)  0.132
H (2.36, 5.02, -2.84)  0.000
H (2.17, 2.97, 3.26)  0.000
C (4.19, -4.30, -2.80)  0.014
Si (0.73, 2.41, -1.89)  0.013
H (-0.56, -4.03, 2.30)  0.005
H (-3.14, -0.35, -2.14)  0.001
C (0.42, 2.09, 2.40)  0.007
C (3.62, -0.94, 4.98)  0.011
C (1.35, 4.10, -1.13)  0.002
H (3.46, 3.61, -1.17)  0.000
C (-4.80, 3.21, -0.25)  -0.001
C (0.73, 2.42, 4.75)  0.008
H (3.03, 4.78, 0.09)  0.000
C (4.02, 1.68, -4.42)  0.000
C (3.25, -0.43, -3.59)  0.000
H (-0.58, 4.94, -0.68)  0.000
C (-1.86, 3.31, -2.63)  0.000
C (0.46, -4.18, 2.62)  0.026
H (3.34, -1.50, -3.53)  0.000
C (2.85, -4.62, -3.01)  0.000
H (-3.13, -6.66, -0.98)  0.000
H (4.72, 2.26, -5.02)  0.000
H (-4.17, -1.65, -1.55)  0.006
H (-5.30, 5.26, 0.13)  0.001
Si (-1.90, -1.75, -0.42)  0.135
H (-0.83, 1.66, 6.01)  0.000
C (1.19, 2.54, 3.45)  0.001
H (-3.58, -4.24, -1.10)  0.001
C (2.13, 1.61, -2.92)  0.001
C (-3.16, -1.40, -1.86)  0.041
H (-5.67, 3.03, -0.87)  0.000
C (3.58, -3.05, -0.85)  0.017
C (2.59, -0.56, 2.55)  0.146
C (1.53, -0.98, 3.33)  0.113
C (-1.28, 1.39, 3.94)  0.020
H (0.78, 2.12, 1.38)  0.003
C (1.51, -3.78, 1.77)  0.019
P (-1.72, 0.96, 1.13)  0.148
C (-3.04, -1.47, 1.11)  0.007
C (-0.50, 1.82, 4.99)  0.002
C (2.25, 0.23, -2.88)  0.003
H (1.67, 6.16, -1.69)  0.000
S (2.56, -0.13, 0.91)  0.336
H (0.63, 2.98, -4.87)  0.000
C (4.14, 0.30, -4.35)  0.000
C (-1.32, 3.75, -5.30)  0.000
C (-4.92, -2.01, 2.52)  0.002
H (1.55, -0.34, -2.27)  0.006
C (-3.48, 4.68, 1.10)  0.000
C (4.54, -3.49, -1.74)  0.000
H (-4.05, 1.22, -0.45)  0.001
H (0.90, -5.84, 0.16)  0.000
H (-1.10, 3.92, -6.35)  0.000
H (5.58, -3.19, -1.61)  0.000
C (3.07, -4.55, 3.44)  0.007
C (-0.09, -5.50, -0.11)  0.002
H (1.33, 2.76, 5.58)  0.001



(3)
Below is C56H51MnN2OP3S as an isolated structure at a distorted geometry, with properties calculated with ωB97M-V with the def2-TZVPD basis set.

Results
Orbital gap (spin up / spin down) = 0.2868 / 0.2722 Eh
Expectation value of S² = 8.76
Total charge = +2
2S+1 = 6

Each line ends with the Löwdin spin population.
Atoms and positions in Å:
C (-0.63, -4.07, -0.61)  0.000
C (4.19, -0.85, -1.71)  0.001
C (4.19, 3.82, -1.00)  0.000
H (6.09, 3.26, -3.73)  0.000
C (4.93, -2.05, -1.67)  0.000
H (-0.34, -4.52, 3.26)  0.000
C (0.34, -2.84, 2.14)  0.001
P (-1.41, -2.51, 1.60)  0.002
H (2.85, -4.05, -3.57)  0.000
H (-3.44, -0.43, -3.04)  0.001
C (0.83, 2.40, -6.05)  0.000
C (1.16, 2.19, -4.73)  0.000
H (-3.56, 1.66, -2.31)  0.000
C (-1.67, -3.71, 0.25)  0.000
C (0.58, 4.55, 0.55)  0.003
C (-4.80, 3.44, 1.61)  0.000
H (0.84, 4.05, -0.40)  0.003
N (-1.56, 2.21, -2.31)  0.048
H (-2.30, -1.33, 3.96)  0.000
C (-2.70, 1.44, -2.90)  0.006
H (0.91, -0.14, 6.04)  0.000
H (5.78, 4.88, -2.00)  0.000
C (2.06, 0.41, -6.65)  0.000
H (-2.85, 0.11, 1.52)  0.000
H (1.34, -2.06, -3.27)  0.000
C (-2.98, -4.01, -0.09)  0.000
H (-3.44, -2.18, 5.98)  0.000
H (-5.37, 4.39, 1.62)  0.000
H (1.92, -5.31, 3.78)  0.000
C (-3.26, -4.88, -1.10)  0.000
H (-0.04, -5.26, -2.31)  0.000
H (-1.32, 1.08, 6.05)  0.000
C (2.97, -3.87, 2.51)  0.000
C (2.40, -2.02, -2.91)  0.001
O (2.77, -0.05, 1.18)  0.005
H (-5.09, 0.06, 2.25)  0.000
C (-4.06, -4.71, 3.83)  0.000
H (2.25, -0.35, 3.93)  0.000
C (-4.69, 1.07, 1.96)  0.000
Mn (-0.33, 1.00, -0.89)  4.745
C (-3.46, -2.78, 5.06)  0.000
H (-2.89, 1.68, -3.92)  0.001
H (0.41, -3.60, -0.43)  0.000
C (-0.44, 1.32, 2.70)  0.005
C (3.32, 1.95, -2.25)  0.002
H (1.13, 7.59, 2.13)  0.000
P (-0.86, 2.26, 1.22)  0.029
C (3.31, 2.75, -1.09)  0.003
H (3.55, -2.10, 1.33)  0.000
P (2.02, 0.74, -2.55)  0.013
C (1.24, 0.12, 3.96)  0.000
H (0.34, 3.29, -6.40)  0.000
H (-0.89, 2.55, -3.04)  0.004
H (-2.32, -5.98, -2.78)  0.000
H (3.94, -4.34, 2.47)  0.000
H (-4.69, -5.53, 3.57)  0.000
C (-2.71, -2.37, 3.99)  0.000
H (-4.86, -4.33, 5.84)  0.000
C (-3.41, 3.49, 1.28)  0.002
C (-2.18, -5.36, -1.90)  0.000
N (-2.05, -0.32, -1.36)  0.040
C (1.87, -4.46, 3.12)  0.001
C (2.77, -2.65, 1.80)  0.002
H (2.41, -0.21, -7.49)  0.000
H (1.54, 6.38, 0.00)  0.000
C (5.29, 3.10, -3.04)  0.000
C (-0.21, 4.50, 2.83)  0.001
H (-2.18, 1.94, 3.86)  0.000
C (-0.15, 3.88, 1.53)  0.005
C (2.24, 0.07, -5.31)  0.000
H (-3.88, -3.55, 0.45)  0.000
H (5.90, -2.10, -1.10)  0.000
H (-4.29, -5.19, -1.22)  0.000
C (5.09, 4.05, -2.01)  0.000
C (-3.12, -4.40, 2.84)  0.000
C (3.24, -3.12, -3.07)  0.000
C (-5.44, 2.27, 1.91)  0.002
H (-1.96, -1.37, -1.23)  0.004
S (1.35, -0.40, 1.28)  0.027
H (0.79, 2.91, -3.99)  0.000
C (-1.21, 1.50, 3.89)  0.001
H (4.52, 1.26, -3.90)  0.000
H (-2.86, -0.08, -0.77)  0.004
H (-1.74, -0.39, -3.53)  0.001
H (4.21, 4.49, -0.13)  0.000
C (1.38, 1.51, -6.98)  0.000
H (-0.55, 3.88, 3.65)  0.000
H (-2.87, -5.07, 2.00)  0.000
C (-0.74, 1.00, 5.11)  0.000
C (-0.87, -4.96, -1.68)  0.000
C (0.56, -4.01, 2.89)  0.000
C (2.92, -0.83, -2.39)  0.002
H (-2.93, 4.40, 0.98)  0.000
C (4.39, 2.06, -3.19)  0.000
C (-2.68, 2.31, 1.31)  0.004
C (-3.37, 1.09, 1.56)  0.002
C (0.66, 0.49, 2.77)  0.002
H (2.57, 2.57, -0.30)  0.003
C (4.44, -3.18, -2.35)  0.001
C (0.80, 6.54, 2.01)  0.000
H (2.77, -0.88, -4.98)  0.000
C (0.50, 0.33, 5.13)  0.000
C (-4.20, -3.97, 4.99)  0.000
C (0.20, 5.80, 3.04)  0.000
C (0.99, 5.90, 0.77)  0.000
C (-2.41, -3.23, 2.92)  0.000
H (1.16, 1.71, -8.03)  0.000
H (5.05, -4.10, -2.32)  0.000
H (-6.52, 2.26, 2.14)  0.000
C (1.50, -2.11, 1.74)  0.005
C (-2.46, -0.05, -2.78)  0.008
C (1.84, 0.99, -4.33)  0.001
H (4.50, 0.03, -1.15)  0.000
H (-1.92, 3.07, -1.90)  0.004
H (0.08, 6.17, 4.08)  0.000